1 | Formula: C46H60BIIrN5O6
Source: the Open Molecules 2025 dataset
Level of theory: the ωB97M-V functional and the def2-TZVPD basis

XYZ file:
```
120
C46H60BIIrN5O6 | the Open Molecules 2025 dataset | the ωB97M-V functional and the def2-TZVPD basis
Ir 0.285 -0.420 0.576
N -0.808 -1.833 4.214
C -0.611 -1.714 2.919
O 0.009 -0.684 2.502
C -1.044 -2.705 1.902
C -1.105 -1.925 0.590
H -0.460 -1.126 4.847
H -1.284 -2.636 4.588
H -2.001 -3.171 2.149
H -0.309 -3.510 1.884
H -2.031 -1.364 0.564
H -1.034 -2.546 -0.297
I 9.150 -0.481 -0.916
C 7.167 -0.061 -0.447
C 6.219 -1.074 -0.501
C 4.900 -0.791 -0.189
C 4.524 0.493 0.189
C 5.484 1.499 0.235
C 6.803 1.229 -0.083
C 3.113 0.835 0.568
O 2.814 1.917 1.014
O 2.283 -0.165 0.369
H 6.510 -2.075 -0.789
H 4.151 -1.568 -0.247
H 5.182 2.494 0.535
H 7.545 2.014 -0.046
C 2.386 3.385 -1.716
C 1.360 2.332 -2.038
C 0.841 2.212 -3.444
O 0.986 1.585 -1.154
H 2.592 4.039 -2.559
H 3.301 2.878 -1.405
H 2.057 3.959 -0.850
H 1.429 2.789 -4.154
H -0.186 2.584 -3.461
H 0.820 1.167 -3.742
C -1.746 -0.271 -4.301
C -1.405 -0.447 -2.817
C -0.126 -1.272 -2.661
C -2.563 -1.082 -2.073
C -3.081 -2.279 -2.557
C -4.158 -2.894 -1.947
C -4.725 -2.318 -0.825
C -4.224 -1.140 -0.282
C -4.835 -0.621 1.009
C -4.781 -1.667 2.125
C -6.277 -0.156 0.788
C -3.141 -0.519 -0.928
N -2.574 0.668 -0.377
B -1.265 1.000 0.173
N -1.392 2.400 0.579
C -2.727 2.761 0.382
C -3.415 1.767 -0.187
C -0.525 3.505 0.908
C -0.586 4.681 0.132
C 0.184 5.770 0.536
C 1.007 5.711 1.643
C 1.070 4.543 2.383
C 0.310 3.438 2.032
C 0.309 2.191 2.874
C 1.524 2.014 3.776
C -0.978 2.110 3.703
C -1.451 4.872 -1.111
C -2.608 5.841 -0.831
C -0.673 5.406 -2.317
H -1.017 0.374 -4.792
H -2.733 0.174 -4.425
H -1.742 -1.226 -4.829
H -1.217 0.539 -2.389
H -0.302 -2.325 -2.890
H 0.273 -1.232 -1.635
H 0.675 -0.915 -3.310
H -2.640 -2.733 -3.434
H -4.555 -3.819 -2.343
H -5.566 -2.804 -0.347
H -4.253 0.233 1.356
H -5.288 -2.591 1.847
H -5.265 -1.281 3.023
H -3.749 -1.912 2.385
H -6.932 -1.004 0.582
H -6.354 0.528 -0.057
H -6.656 0.352 1.675
H -3.081 3.728 0.684
H -4.436 1.754 -0.526
H 0.139 6.685 -0.039
H 1.595 6.572 1.931
H 1.712 4.494 3.250
H 0.295 1.370 2.151
H 1.490 2.705 4.622
H 2.451 2.171 3.234
H 1.528 1.002 4.191
H -0.983 2.902 4.455
H -1.050 1.154 4.228
H -1.868 2.227 3.086
H -1.866 3.906 -1.406
H -2.224 6.854 -0.700
H -3.159 5.591 0.074
H -3.309 5.855 -1.666
H -0.281 6.407 -2.138
H -1.337 5.467 -3.182
H 0.163 4.771 -2.585
O 3.425 -8.282 -2.666
C 2.428 -8.291 -1.682
N 2.576 -7.186 -0.752
C 1.718 -6.137 -0.726
O 0.715 -6.059 -1.409
C 2.059 -5.025 0.230
C 2.804 -5.168 1.392
C 3.009 -4.056 2.197
C 2.438 -2.853 1.823
N 1.687 -2.714 0.728
C 1.524 -3.772 -0.053
H 3.220 -7.603 -3.318
H 2.542 -9.230 -1.142
H 1.423 -8.222 -2.097
H 3.465 -7.100 -0.286
H 3.203 -6.130 1.687
H 3.601 -4.118 3.098
H 2.588 -1.954 2.412
H 0.933 -3.646 -0.953
```

Charge: +1
HOMO level (spin up / spin down) in eV: -10.0 / -10.0
E_LUMO (spin up / spin down) in Eh: -0.1278 / -0.1524
Spin multiplicity: 2

***

2 | Formula: C46H60BIIrN5O6
Source: the Open Molecules 2025 dataset
Level of theory: the ωB97M-V functional and the def2-TZVPD basis

XYZ file:
```
120
C46H60BIIrN5O6 | the Open Molecules 2025 dataset | the ωB97M-V functional and the def2-TZVPD basis
Ir 0.235 -0.578 0.563
N -0.681 -1.817 4.319
C -0.533 -1.734 3.012
O 0.038 -0.705 2.544
C -0.980 -2.787 2.071
C -1.139 -2.111 0.704
H -0.351 -1.066 4.908
H -1.137 -2.609 4.739
H -1.900 -3.264 2.415
H -0.201 -3.553 2.067
H -2.130 -1.672 0.687
H -1.093 -2.822 -0.118
I 8.872 0.951 -1.430
C 6.917 0.883 -0.712
C 6.089 -0.170 -1.076
C 4.788 -0.212 -0.599
C 4.315 0.793 0.238
C 5.156 1.841 0.598
C 6.457 1.892 0.125
C 2.909 0.794 0.759
O 2.487 1.673 1.480
O 2.219 -0.254 0.376
H 6.457 -0.949 -1.730
H 4.129 -1.021 -0.882
H 4.773 2.614 1.252
H 7.108 2.708 0.404
C 2.556 3.020 -1.998
C 1.436 2.059 -2.296
C 0.857 2.007 -3.682
O 1.061 1.308 -1.412
H 2.738 3.732 -2.800
H 3.462 2.431 -1.840
H 2.346 3.537 -1.059
H 1.438 2.589 -4.393
H -0.159 2.403 -3.655
H 0.800 0.974 -4.011
C -2.018 -0.563 -4.352
C -1.620 -0.660 -2.875
C -0.390 -1.555 -2.714
C -2.781 -1.174 -2.048
C -3.426 -2.333 -2.472
C -4.512 -2.847 -1.788
C -4.968 -2.203 -0.652
C -4.338 -1.063 -0.169
C -4.824 -0.458 1.139
C -4.780 -1.474 2.283
C -6.237 0.112 0.990
C -3.237 -0.552 -0.879
N -2.585 0.606 -0.346
B -1.283 0.894 0.229
N -1.333 2.308 0.569
C -2.623 2.752 0.264
C -3.351 1.776 -0.280
C -0.409 3.350 0.976
C -0.153 4.463 0.144
C 0.686 5.462 0.636
C 1.256 5.388 1.890
C 0.972 4.306 2.702
C 0.125 3.296 2.273
C -0.256 2.160 3.201
C 0.690 1.972 4.379
C -1.691 2.320 3.715
C -0.747 4.707 -1.239
C -1.807 5.821 -1.208
C 0.301 5.137 -2.272
H -1.260 -0.036 -4.928
H -2.962 -0.029 -4.466
H -2.136 -1.550 -4.802
H -1.358 0.338 -2.521
H -0.644 -2.607 -2.866
H 0.058 -1.480 -1.706
H 0.403 -1.292 -3.413
H -3.078 -2.839 -3.364
H -5.004 -3.743 -2.142
H -5.823 -2.603 -0.120
H -4.156 0.358 1.413
H -5.395 -2.350 2.075
H -5.150 -1.019 3.203
H -3.759 -1.818 2.468
H -6.962 -0.686 0.821
H -6.307 0.802 0.149
H -6.531 0.646 1.895
H -2.919 3.756 0.499
H -4.371 1.794 -0.624
H 0.889 6.327 0.018
H 1.902 6.182 2.242
H 1.401 4.255 3.692
H -0.200 1.268 2.586
H 0.570 2.772 5.113
H 1.730 1.935 4.061
H 0.460 1.032 4.887
H -1.765 3.202 4.355
H -1.981 1.454 4.319
H -2.417 2.425 2.909
H -1.210 3.784 -1.591
H -1.325 6.780 -1.006
H -2.568 5.683 -0.444
H -2.306 5.898 -2.175
H 0.724 6.112 -2.028
H -0.169 5.229 -3.253
H 1.127 4.439 -2.354
O 3.275 -8.112 -3.064
C 2.629 -8.276 -1.829
N 2.823 -7.139 -0.949
C 1.862 -6.200 -0.767
O 0.756 -6.253 -1.274
C 2.222 -5.048 0.131
C 3.177 -5.088 1.136
C 3.390 -3.955 1.908
C 2.633 -2.826 1.650
N 1.691 -2.789 0.705
C 1.499 -3.873 -0.037
H 2.749 -7.527 -3.620
H 3.068 -9.158 -1.367
H 1.555 -8.411 -1.936
H 3.770 -6.921 -0.686
H 3.740 -5.992 1.335
H 4.129 -3.946 2.696
H 2.785 -1.907 2.206
H 0.736 -3.831 -0.804
```

Charge: +1
HOMO level (spin up / spin down) in eV: -10.1 / -10.1
E_LUMO (spin up / spin down) in Eh: -0.1349 / -0.1576
Spin multiplicity: 2

***

Last place for stability: 1

***

1 | Formula: C40H36GeIN7S3Tl
Source: the Open Molecules 2025 dataset
Level of theory: the ωB97M-V functional and the def2-TZVPD basis

XYZ file:
```
89
C40H36GeIN7S3Tl | the Open Molecules 2025 dataset | the ωB97M-V functional and the def2-TZVPD basis
Tl 0.739 -1.052 0.142
C 2.129 3.669 -1.073
C 1.938 2.182 -1.110
N 1.756 1.449 -0.079
N 1.504 2.016 1.131
C 1.789 1.250 2.157
N -1.030 1.882 2.597
S 2.734 -0.179 2.099
C 1.907 1.473 -2.416
C 2.083 2.170 -3.614
C 1.998 1.488 -4.815
C 1.748 0.126 -4.803
C 1.596 -0.491 -3.569
N 1.672 0.153 -2.413
H 2.047 4.008 -0.043
H 3.116 3.942 -1.458
H 1.375 4.179 -1.675
H -1.010 2.864 2.351
H -1.552 1.811 3.465
H 2.271 3.234 -3.600
H 2.122 2.018 -5.751
H 1.662 -0.447 -5.717
H 1.401 -1.558 -3.505
C -1.478 -4.274 1.033
C -0.035 -4.623 1.099
N 0.910 -3.932 0.543
C 2.148 -4.486 0.746
C 2.154 -5.632 1.478
S 0.551 -6.029 1.926
C 3.319 -3.786 0.209
C 4.583 -4.282 0.131
S 5.641 -3.073 -0.452
C 4.318 -1.970 -0.578
N 3.183 -2.481 -0.212
C 4.517 -0.569 -1.040
H -1.580 -3.185 1.155
H -2.050 -4.809 1.791
H -1.870 -4.521 0.044
H 2.999 -6.215 1.804
H 4.929 -5.266 0.396
H 5.546 -0.250 -0.871
H 3.842 0.076 -0.477
H 4.290 -0.481 -2.104
C -1.358 -0.956 0.772
Ge -1.778 0.865 1.186
C -3.672 0.659 1.756
C -4.625 1.655 1.551
C -5.938 1.499 1.979
C -6.325 0.333 2.625
C -5.390 -0.672 2.837
C -4.079 -0.508 2.407
C 1.214 1.701 3.465
C 1.550 2.999 3.867
C 1.388 3.416 5.182
C 1.012 2.512 6.160
C 0.894 1.169 5.808
C 1.073 0.763 4.500
C -1.856 2.243 -0.259
C -1.273 3.509 -0.204
C -1.427 4.426 -1.238
C -2.175 4.096 -2.359
C -2.758 2.838 -2.439
C -2.590 1.927 -1.404
H -4.341 2.571 1.041
H -6.661 2.289 1.808
H -7.348 0.208 2.961
H -5.683 -1.587 3.340
H -3.352 -1.297 2.568
H 1.888 3.699 3.112
H 1.594 4.448 5.444
H 0.901 2.824 7.191
H 0.700 0.426 6.573
H 1.015 -0.285 4.241
H -0.657 3.786 0.644
H -0.959 5.402 -1.166
H -2.303 4.811 -3.164
H -3.344 2.568 -3.310
H -3.044 0.943 -1.483
I -2.719 -0.325 -4.670
C -1.606 -1.940 -3.967
C -1.075 -2.854 -4.861
C -0.311 -3.896 -4.357
C -0.115 -3.963 -2.985
N -0.626 -3.082 -2.133
C -1.369 -2.084 -2.604
H -1.248 -2.752 -5.924
H 0.126 -4.636 -5.015
H 0.490 -4.752 -2.548
H -1.750 -1.392 -1.851
```

Charge: -1
HOMO level in eV: -3.0
E_LUMO in Eh: 0.0731

***

2 | Formula: C40H36GeIN7S3Tl
Source: the Open Molecules 2025 dataset
Level of theory: the ωB97M-V functional and the def2-TZVPD basis

XYZ file:
```
89
C40H36GeIN7S3Tl | the Open Molecules 2025 dataset | the ωB97M-V functional and the def2-TZVPD basis
Tl 0.850 0.950 -0.193
C -3.989 1.210 1.317
C -2.720 1.407 0.541
N -1.546 1.316 1.039
N -1.371 0.815 2.292
C -0.255 1.191 2.867
N -0.072 -1.805 2.882
S 0.766 2.459 2.331
C -2.784 1.689 -0.916
C -4.012 1.801 -1.571
C -4.038 2.017 -2.938
C -2.841 2.125 -3.627
C -1.665 2.012 -2.898
N -1.630 1.801 -1.591
H -3.737 0.940 2.340
H -4.583 2.128 1.328
H -4.598 0.415 0.881
H -1.029 -2.009 3.147
H 0.522 -2.376 3.473
H -4.934 1.707 -1.015
H -4.984 2.095 -3.459
H -2.810 2.284 -4.696
H -0.701 2.092 -3.392
C 4.388 -0.442 -1.457
C 4.474 1.027 -1.248
N 3.448 1.816 -1.184
C 3.811 3.125 -1.002
C 5.151 3.348 -0.924
S 5.984 1.862 -1.085
C 2.750 4.129 -0.867
C 2.915 5.478 -0.892
S 1.421 6.248 -0.581
C 0.651 4.707 -0.456
N 1.459 3.708 -0.636
C -0.801 4.587 -0.144
H 3.550 -0.832 -0.858
H 5.323 -0.937 -1.193
H 4.153 -0.649 -2.503
H 5.667 4.275 -0.737
H 3.823 6.034 -1.057
H -1.158 5.475 0.377
H -0.941 3.713 0.493
H -1.379 4.457 -1.060
C 1.436 -1.158 -0.089
Ge 0.174 -2.078 1.020
C 0.936 -3.914 0.931
C 0.135 -5.053 0.987
C 0.687 -6.329 0.949
C 2.062 -6.488 0.851
C 2.877 -5.364 0.791
C 2.318 -4.094 0.831
C 0.124 0.422 4.096
C -0.834 0.346 5.111
C -0.496 -0.058 6.396
C 0.830 -0.282 6.727
C 1.812 -0.017 5.776
C 1.464 0.401 4.505
C -1.715 -2.307 0.411
C -2.846 -2.074 1.193
C -4.128 -2.311 0.707
C -4.309 -2.793 -0.581
C -3.197 -3.023 -1.380
C -1.923 -2.775 -0.888
H -0.943 -4.946 1.058
H 0.042 -7.199 0.995
H 2.497 -7.481 0.821
H 3.953 -5.480 0.713
H 2.956 -3.218 0.778
H -1.867 0.557 4.862
H -1.272 -0.165 7.145
H 1.105 -0.583 7.731
H 2.859 -0.099 6.041
H 2.230 0.636 3.779
H -2.740 -1.669 2.193
H -4.988 -2.118 1.340
H -5.306 -2.985 -0.960
H -3.325 -3.398 -2.389
H -1.061 -2.951 -1.526
I -1.603 -2.046 -4.771
C -0.079 -0.631 -4.663
C 0.146 0.223 -5.729
C 1.146 1.174 -5.608
C 1.865 1.224 -4.423
N 1.644 0.404 -3.401
C 0.691 -0.519 -3.509
H -0.449 0.150 -6.630
H 1.360 1.864 -6.413
H 2.647 1.963 -4.277
H 0.556 -1.151 -2.630
```

Charge: -1
HOMO level in eV: -3.0
E_LUMO in Eh: 0.0732

***

Last place for stability: 1

***

1 | Formula: C7H13N4
Source: the Open Molecules 2025 dataset
Level of theory: the ωB97M-V functional and the def2-TZVPD basis

XYZ file:
```
24
C7H13N4 | the Open Molecules 2025 dataset | the ωB97M-V functional and the def2-TZVPD basis
C 1.999 -0.833 1.373
C 1.290 -1.001 0.066
C 2.170 -0.937 -1.121
N 0.060 -0.069 0.132
C -0.217 0.938 0.952
N -1.487 1.140 1.197
N -2.251 0.258 0.386
C -3.512 0.721 -0.157
C -1.319 -0.324 -0.544
C -1.702 -1.750 -0.443
N -2.016 -2.805 -0.256
H 2.270 0.134 1.442
H 1.453 -1.144 2.245
H 2.898 -1.481 1.259
H 0.708 -1.951 0.022
H 2.353 -2.044 -1.324
H 3.136 -0.523 -0.811
H 2.005 -0.280 -2.048
H 0.601 1.523 1.371
H -1.934 1.366 2.107
H -3.338 1.139 -1.119
H -4.142 -0.119 -0.270
H -3.907 1.427 0.487
H -1.342 0.009 -1.600
```

Charge: +1
HOMO level in eV: -13.4
E_LUMO in Eh: -0.1449
SMILES: CC(C)N1C=[NH+]N(C)[C@@H]1C#N

***

2 | Formula: C7H13N4
Source: the Open Molecules 2025 dataset
Level of theory: the ωB97M-V functional and the def2-TZVPD basis

XYZ file:
```
24
C7H13N4 | the Open Molecules 2025 dataset | the ωB97M-V functional and the def2-TZVPD basis
H -3.384 -1.188 1.174
N -3.257 -0.757 0.281
C -2.076 -0.462 0.023
C -1.908 0.503 -1.109
N -0.821 1.166 -1.067
N -0.086 0.796 0.129
C -0.325 1.968 1.100
C 1.399 0.805 -0.324
C 2.000 -0.591 -0.856
C 1.451 -1.686 0.040
N 0.016 -1.784 0.012
C -0.650 -0.653 0.571
H -2.443 0.392 -2.020
H -1.406 2.194 1.379
H 0.170 1.683 2.080
H 0.126 2.759 0.507
H 1.956 1.183 0.561
H 1.406 1.721 -0.961
H 3.107 -0.364 -0.885
H 1.731 -0.610 -1.971
H 1.903 -2.724 -0.455
H 1.733 -1.698 1.065
H -0.138 -2.007 -0.982
H -0.506 -0.645 1.708
```

Charge: +1
HOMO level in eV: -14.0
E_LUMO in Eh: -0.1487
SMILES: [H]/N=C1/C=N[N@+]2(C)CCCN[C@H]12

***

Last place for stability: 1